1.
The following is a DFT calculation (ωB97M-V/def2-TZVPD) of a structure of composition C4H7N3O2 in a non-equilibrium geometry.

Structure (XYZ):
```
16
C4H7N3O2 ωB97M-V/def2-TZVPD
C 1.06009 -0.51930 -0.10011
C 2.17935 0.72843 0.48180
C -0.95645 0.63273 -0.06375
C -2.47386 0.22645 0.46876
H 1.58515 -2.00844 -1.28257
H 2.89230 -1.39260 -0.40665
H 1.92297 1.89514 0.96275
H -0.03273 1.77966 -1.24450
H -2.40332 0.16859 1.65366
H -3.19895 0.94011 0.17718
H -2.03439 -1.42799 -0.39485
N 1.81532 -1.71930 0.02450
N -0.18541 -0.51577 -0.26398
N -0.77965 1.82079 -0.51017
O 3.36365 0.45846 0.28357
O -2.75406 -1.06696 0.21439
```

The HOMO energy comes out at -0.3549 Ha. The lowest unoccupied orbital energy comes out at -0.7 eV. The charge is 0. The value obtained for the calculated total energy is -12821.200 eV. As for the energy above the lowest of the compared OMol25 structures with the same formula, charge and spin: 145.98 kcal per mole. The value obtained for the HOMO-LUMO gap is 8.961 eV.

Here are the Löwdin charges for atoms 1 to 4, given in e:
1. C -0.380
2. C -0.111
3. C -0.368
4. C -0.231

2.
The following is a DFT calculation (ωB97M-V/def2-TZVPD) of a cluster of 2 separate species, C4H7N3O2 in total in a non-equilibrium geometry.

Structure (XYZ):
```
16
C4H7N3O2 ωB97M-V/def2-TZVPD
N -4.90663 0.85555 0.96984
C -4.82716 -0.48379 1.01024
O -5.79531 -1.20107 1.21083
N -3.52860 -1.03849 0.93830
C -3.36111 -2.22889 0.14090
C -2.57603 -0.99438 -0.15892
C -2.86894 -0.07693 -1.25041
N -2.87416 0.92179 -1.85368
H -5.80826 1.30411 1.04080
H -4.10605 1.43995 1.16132
H -2.85189 -3.05910 0.63221
H -4.14000 -2.48355 -0.58145
H -1.51434 -1.02279 0.10016
O -1.56889 0.88650 2.44075
H -2.30764 0.32486 2.15742
H -0.75923 0.82243 1.83072
```

The HOMO energy comes out at -0.3866 Ha. The lowest unoccupied orbital energy comes out at 0.3 eV. Its SMILES is N#C[C@@H]1CN1C(N)=O.O. The charge is 0. The value obtained for the calculated total energy is -12825.507 eV. As for the energy above the lowest of the compared OMol25 structures with the same formula, charge and spin: 46.64 kcal per mole. The value obtained for the HOMO-LUMO gap is 10.858 eV.

Here are the Löwdin charges for atoms 1 to 4, given in e:
1. N 0.194
2. C -0.588
3. O 0.069
4. N 0.003

3.
The following is a DFT calculation (ωB97M-V/def2-TZVPD) of an isolated molecule of C4H7N3O3 in a non-equilibrium geometry.

Structure (XYZ):
```
17
C4H7N3O3 ωB97M-V/def2-TZVPD
O -1.38354 0.99791 -2.34404
O 1.90839 -1.16037 -0.30117
O 0.12563 1.76572 -0.74620
C -0.29143 0.91066 -1.68662
C 1.36358 -0.09886 -0.59714
N 0.55368 -0.19478 -1.71984
N -0.15451 -0.33577 2.21500
N 1.12237 1.10375 0.00491
C 0.04703 1.09244 2.28148
C 1.35041 1.34654 1.46763
H 0.33809 -1.04270 -2.14802
H 0.08151 -0.67186 1.31341
H 0.48483 -0.74056 2.87210
H 0.12561 1.57050 3.27775
H -0.71906 1.53760 1.71361
H 1.87445 2.29303 1.55860
H 2.16898 0.62274 1.83454
```

The HOMO energy comes out at -0.3567 Ha. The lowest unoccupied orbital energy comes out at 0.6 eV. Its SMILES is NCCn1oc(=O)[nH]c1=O. The charge is 0. The value obtained for the calculated total energy is -14872.537 eV. As for the energy above the lowest of the compared OMol25 structures with the same formula, charge and spin: 54.70 kcal per mole. The value obtained for the HOMO-LUMO gap is 10.291 eV.

Here are the Löwdin charges for atoms 1 to 4, given in e:
1. O 0.054
2. O 0.066
3. O 0.131
4. C -0.438

4.
The following is a DFT calculation (ωB97M-V/def2-TZVPD) of a cluster of 2 separate species, C4H7N3O3 in total in a non-equilibrium geometry.

Structure (XYZ):
```
17
C4H7N3O3 ωB97M-V/def2-TZVPD
N 1.80416 1.57065 0.93604
H 2.74011 1.84911 0.65085
H 1.09989 2.27385 0.69537
H 1.76128 1.34481 1.92723
C 1.20491 -0.23796 -0.39288
O 1.69780 0.06132 -1.47615
N -0.21440 -0.35046 -0.25860
C -0.94809 -1.54962 -0.26346
C -2.25004 -1.22129 -0.16137
N -2.33653 0.16302 -0.23651
C -1.10084 0.72551 -0.37845
O -0.83285 1.91208 -0.53258
H -0.47527 -2.51026 -0.42455
H -3.13042 -1.85235 -0.12151
H -3.18440 0.71232 -0.20634
O 1.76953 -1.19273 0.38787
H 2.39515 -1.69801 -0.14495
```

The HOMO energy comes out at -0.3051 Ha. The lowest unoccupied orbital energy comes out at 0.6 eV. Its SMILES is O=C(O)n1cc[nH]c1=O.N. The charge is 0. The value obtained for the calculated total energy is -14874.434 eV. As for the energy above the lowest of the compared OMol25 structures with the same formula, charge and spin: 10.98 kcal per mole. The value obtained for the HOMO-LUMO gap is 8.947 eV.

Here are the Löwdin charges for atoms 1 to 4, given in e:
1. N 0.086
2. H 0.062
3. H 0.044
4. H 0.056

What did the first record say?
The following is a DFT calculation (ωB97M-V/def2-TZVPD) of a structure of composition C4H7N3O2 in a non-equilibrium geometry.

Structure (XYZ):
```
16
C4H7N3O2 ωB97M-V/def2-TZVPD
C 1.06009 -0.51930 -0.10011
C 2.17935 0.72843 0.48180
C -0.95645 0.63273 -0.06375
C -2.47386 0.22645 0.46876
H 1.58515 -2.00844 -1.28257
H 2.89230 -1.39260 -0.40665
H 1.92297 1.89514 0.96275
H -0.03273 1.77966 -1.24450
H -2.40332 0.16859 1.65366
H -3.19895 0.94011 0.17718
H -2.03439 -1.42799 -0.39485
N 1.81532 -1.71930 0.02450
N -0.18541 -0.51577 -0.26398
N -0.77965 1.82079 -0.51017
O 3.36365 0.45846 0.28357
O -2.75406 -1.06696 0.21439
```

The HOMO energy comes out at -0.3549 Ha. The lowest unoccupied orbital energy comes out at -0.7 eV. The charge is 0. The value obtained for the calculated total energy is -12821.200 eV. As for the energy above the lowest of the compared OMol25 structures with the same formula, charge and spin: 145.98 kcal per mole. The value obtained for the HOMO-LUMO gap is 8.961 eV.

Here are the Löwdin charges for atoms 1 to 4, given in e:
1. C -0.380
2. C -0.111
3. C -0.368
4. C -0.231

Look up the calculated total energy of the fourth one. -14874.434 eV